Entry 1:
Entry from OMol25: C33H27CuN6O4 as an isolated structure (ωB97M-V/def2-TZVPD).

Each line ends with the Mulliken charge.
Element x y z (Å)
N (2.11, 0.94, -1.74)  -0.80
H (5.04, -1.13, 3.18)  0.33
H (0.27, 4.05, -0.89)  0.54
C (-2.15, -3.51, -3.09)  -0.47
H (-0.68, -1.75, 4.76)  0.33
Cu (-0.07, 0.69, -0.46)  -0.55
H (-0.79, 0.25, -3.44)  0.24
H (1.36, 1.69, -3.53)  0.60
H (7.36, -0.77, 0.93)  0.28
N (1.21, 0.16, 1.04)  0.08
C (2.49, -0.28, 1.06)  1.25
C (0.50, 0.21, 2.23)  -0.14
O (-1.95, -0.16, 0.80)  -0.39
C (-3.41, -3.35, -2.47)  -0.48
H (-2.39, 2.66, -0.28)  0.27
H (2.76, -0.34, 3.19)  0.30
H (-4.52, -2.36, -0.95)  0.46
H (-0.11, -2.88, -3.12)  0.42
C (3.24, -0.51, 2.24)  -0.90
C (-3.55, -2.47, -1.42)  -0.54
H (2.09, -0.75, -4.57)  0.44
C (-3.38, 2.79, -2.17)  -0.68
C (-0.52, -0.85, 4.17)  -0.95
H (-4.13, 3.49, -1.79)  0.40
C (4.55, -0.96, 2.23)  -1.29
C (-2.74, -0.86, 0.20)  -0.77
C (3.23, -0.48, -0.13)  0.13
C (-1.19, -1.84, -1.58)  -0.22
H (6.88, -2.30, 0.20)  0.36
H (-3.12, 0.19, 5.43)  0.27
C (-1.09, -2.79, -2.66)  -0.73
C (-1.16, 0.33, 4.55)  0.60
C (-1.41, 1.41, -1.74)  0.19
C (2.72, -1.07, -2.48)  -0.33
H (3.11, -2.07, -2.38)  0.53
H (0.17, 4.05, 3.41)  0.49
O (-4.38, -4.88, -3.87)  -0.67
H (0.72, -1.84, 2.75)  0.54
H (-3.80, -0.89, 0.53)  0.19
C (6.68, -1.62, 1.03)  -1.55
H (0.39, 5.76, 1.28)  0.40
C (0.27, 4.69, 1.27)  -1.26
C (1.84, 0.86, -3.03)  -0.45
N (2.65, -0.25, -1.42)  0.84
C (-2.48, -1.72, -0.96)  1.56
C (-1.50, 0.99, -3.07)  0.48
C (5.24, -1.18, 1.05)  0.50
C (-2.09, 0.38, 5.74)  -1.60
C (0.16, 3.85, 2.36)  -0.22
H (-2.06, -4.22, -3.91)  0.49
C (-0.96, 1.45, 3.76)  -0.44
C (4.55, -0.91, -0.13)  -0.34
C (2.21, -0.39, -3.56)  -0.98
C (-0.13, 1.40, 2.64)  -0.07
O (-5.62, -3.94, -2.38)  -0.66
C (-3.42, 2.37, -3.49)  -0.45
H (-1.82, -0.37, 6.48)  0.40
O (-0.18, -1.17, -1.24)  -0.31
C (-2.39, 2.32, -1.31)  0.31
H (-2.51, 1.11, -4.96)  0.41
N (0.09, 2.57, 0.54)  0.03
C (0.27, -0.91, 3.05)  0.16
C (0.22, 3.83, 0.16)  -0.25
H (-2.06, 1.36, 6.22)  0.37
N (0.05, 2.59, 1.89)  0.45
H (-1.47, 2.38, 3.99)  0.48
N (-4.54, -4.12, -2.92)  1.02
H (-4.19, 2.74, -4.16)  0.35
H (5.05, -1.02, -1.08)  0.47
H (6.94, -2.14, 1.95)  0.37
C (-2.48, 1.47, -3.94)  -0.83

As for the total energy: -3543.67496 Ha. For the LUMO energy (spin up / spin down), the calculation gives 2.64 / 2.62 eV. The charge is -1. As for the spin multiplicity: 2. The expectation value of S² is 0.753. The value obtained for the relative energy (zero: lowest compared OMol25 entry of this formula, charge and spin) is 0.007 eV. The calculation puts the HOMO-LUMO gap (spin up / spin down) at 0.2503 / 0.2484 Ha. For the HOMO energy (spin up / spin down), the calculation gives -4.2 / -4.1 eV.



Entry 2:
Entry from OMol25: one molecule with the formula C21H24N4O3S2 in a non-equilibrium geometry (ωB97M-V/def2-TZVPD).

Each line ends with the Mulliken charge.
Element x y z (Å)
H (-1.64, -3.08, 2.36)  0.32
O (-5.15, 1.64, 1.56)  -0.66
O (-1.49, -2.80, -1.74)  -0.65
C (3.68, 0.86, 2.12)  -0.83
C (3.83, 1.66, -0.54)  1.05
C (2.60, 0.60, 1.28)  1.20
H (-3.48, 0.09, 2.57)  0.25
H (1.72, -0.85, 2.56)  0.65
N (-3.18, -0.27, 1.68)  0.08
C (-1.62, 2.58, -0.55)  0.44
H (1.86, 0.44, -1.86)  0.27
C (-4.48, 1.42, 0.56)  0.31
H (-5.24, 3.09, -0.58)  0.46
C (-1.69, -2.02, 2.59)  -1.14
H (0.72, 0.57, 2.28)  0.46
N (-1.56, 1.97, -1.67)  -0.29
N (-0.44, 1.30, -1.88)  -0.62
N (1.61, 0.78, -0.94)  0.22
H (3.63, 0.54, 3.15)  0.48
C (-3.07, -0.51, -0.54)  0.60
C (-3.38, -0.45, -2.00)  -1.64
H (5.64, 1.68, 2.31)  0.41
C (4.89, 1.88, 0.32)  -0.84
H (-4.10, 2.04, -1.52)  0.28
H (0.13, -4.37, -1.05)  0.36
H (-4.42, -0.21, -2.16)  0.40
H (1.17, -2.36, -2.05)  0.26
S (-0.16, 2.38, 0.44)  -0.12
C (2.68, 1.03, -0.05)  -0.48
H (-2.76, 0.29, -2.50)  0.33
C (-2.22, -1.45, 0.08)  0.85
C (0.65, -3.65, -0.42)  -0.51
C (3.89, 2.08, -1.98)  -1.55
C (-3.62, 0.25, 0.48)  -0.23
H (3.94, 1.21, -2.64)  0.36
H (3.01, 2.66, -2.25)  0.31
H (-0.67, -1.68, 2.76)  0.02
H (4.78, 2.69, -2.15)  0.41
C (4.81, 1.50, 1.64)  -0.83
H (-2.26, -1.87, 3.50)  0.45
O (-0.31, -2.77, 0.17)  -0.24
H (2.40, -3.57, -1.66)  0.46
C (0.41, 1.39, -0.90)  0.32
C (-2.31, -1.27, 1.47)  -0.10
C (1.68, -2.88, -1.24)  -0.81
C (1.41, -0.13, 1.81)  -1.60
C (-1.35, -2.40, -0.61)  0.52
H (0.88, -0.65, 1.02)  0.13
S (-2.98, 3.52, 0.00)  -0.16
H (-3.16, -1.42, -2.44)  0.47
C (-4.36, 2.44, -0.55)  -0.65
H (1.12, -4.16, 0.42)  0.38
H (2.20, -2.15, -0.62)  0.04
H (5.77, 2.38, -0.05)  0.38

Its SMILES is CCOC(=O)c1c(C)[nH]c(C(=O)CSc2nnc(Nc3c(C)cccc3C)s2)c1C. As for the total energy: -2055.78147 Ha. For the LUMO energy, the calculation gives 0.45 eV. The value obtained for the relative energy (zero: lowest compared OMol25 entry of this formula, charge and spin) is 1.388 eV. The calculation puts the HOMO-LUMO gap at 0.3163 Ha. For the HOMO energy, the calculation gives -8.2 eV.



> Which value of relative energy (zero: lowest compared OMol25 entry of this formula, charge and spin) does entry 2 give?

1.388 eV



> What is the relative energy (zero: lowest compared OMol25 entry of this formula, charge and spin) in the first record?

0.007 eV



> relative energy (zero: lowest compared OMol25 entry of this formula, charge and spin) of number 2 (C21H24N4O3S2)?

1.388 eV



> Look up the relative energy (zero: lowest compared OMol25 entry of this formula, charge and spin) of the second one.

1.388 eV